Entry 1:
# C6H4F3NO

A 2-piece molecular cluster, C6H4F3NO overall in a non-equilibrium geometry (ωB97M-V with the def2-TZVPD basis set, OMol25).

Structure (XYZ):
```
15
Properties=species:S:1:pos:R:3
C 0.8956 -0.7352 0.5926
C -0.1954 0.0886 0.9512
C 0.4712 -1.4117 -0.5231
C -1.2357 -0.0991 0.0885
C -2.4221 0.6193 0.0205
C 2.8207 0.7264 -0.1077
N -0.7751 -1.0650 -0.8054
O -3.3529 0.6652 -0.7267
F -2.4301 1.5212 1.0827
F 2.5510 1.6787 0.6502
F 2.2304 1.0739 -1.2480
H 1.7186 -0.8432 1.1778
H -0.2655 0.9038 1.6811
H 1.1254 -1.7990 -1.2211
H -1.1361 -1.3239 -1.6126
```

Values from the calculation:
Highest occupied orbital energy in eV: -9.46
Frontier orbital gap in eV: 9.612
Relative energy (zero: lowest compared OMol25 entry of this formula, charge and spin) in kJ/mol: 125.86
Lowest unoccupied orbital energy in eV: 0.15
Energy in eV: -17973.864
M in g mol⁻¹: 163.10

---

Entry 2:
# C27H37N2O3

An isolated ion of composition C27H37N2O3 and charge +1 in a non-equilibrium geometry (ωB97M-V with the def2-TZVPD basis set, OMol25).

Structure (XYZ):
```
69
Properties=species:S:1:pos:R:3
C 1.6581 5.9001 -1.1529
C 1.1407 4.5336 -0.7201
C 1.1071 4.3547 0.7991
C 2.4776 4.3665 1.4796
C 3.3919 3.1928 1.1230
C 2.8659 1.8472 1.6202
C 3.8895 0.7291 1.4288
C 3.4253 -0.6091 2.0065
C 2.3472 -1.2759 1.1533
C 1.7850 -2.5044 1.8569
O 0.8676 -3.2439 1.0279
C -0.3184 -2.7290 0.8146
O -0.7458 -1.6793 1.2104
C -1.1791 -3.6966 -0.0308
N -2.4276 -3.0549 -0.3387
C -2.7750 -2.4238 -1.4646
C -2.0223 -2.4377 -2.7641
O -0.6414 -2.5941 -2.6438
C 0.1245 -1.4751 -2.3393
C -0.3810 -0.3196 -1.7665
C 0.4747 0.7398 -1.5062
C 1.8195 0.6463 -1.8108
C 2.3217 -0.5194 -2.3674
C 1.4792 -1.5809 -2.6323
N -3.9673 -1.8316 -1.3140
C -4.6780 -1.0903 -2.3241
C -4.4050 -2.0570 -0.0223
C -5.5501 -1.6646 0.6597
C -5.6625 -2.0667 1.9746
C -4.6740 -2.8335 2.5973
C -3.5348 -3.2298 1.9284
C -3.4127 -2.8291 0.6045
H 1.0837 6.6924 -0.6784
H 2.7038 6.0257 -0.8858
H 1.5702 6.0120 -2.2313
H 1.7561 3.7558 -1.1753
H 0.1230 4.4095 -1.1017
H 0.5107 5.1648 1.2258
H 0.5966 3.4186 1.0380
H 2.3201 4.3638 2.5610
H 2.9895 5.2970 1.2316
H 4.3675 3.3746 1.5799
H 3.5463 3.1530 0.0434
H 2.6300 1.9323 2.6835
H 1.9451 1.5951 1.0933
H 4.8161 1.0181 1.9286
H 4.1119 0.6075 0.3667
H 3.0399 -0.4456 3.0150
H 4.2798 -1.2842 2.0840
H 2.7674 -1.5737 0.1907
H 1.5334 -0.5753 0.9651
H 2.5729 -3.2216 2.0914
H 1.2655 -2.2086 2.7734
H -1.3662 -4.6008 0.5535
H -0.6398 -3.9637 -0.9400
H -2.3615 -3.3052 -3.3491
H -2.2668 -1.5284 -3.3308
H -1.4255 -0.2295 -1.5050
H 0.0795 1.6408 -1.0636
H 2.4775 1.4766 -1.6125
H 3.3711 -0.6003 -2.6047
H 1.8447 -2.4949 -3.0719
H -5.6398 -0.7827 -1.9226
H -4.1212 -0.1970 -2.6132
H -4.8471 -1.7071 -3.2072
H -6.3199 -1.0708 0.1950
H -6.5349 -1.7799 2.5395
H -4.8070 -3.1190 3.6285
H -2.7731 -3.8126 2.4185
```

Values from the calculation:
Highest occupied orbital energy in eV: -11.73
Frontier orbital gap in eV: 8.770
Relative energy (zero: lowest compared OMol25 entry of this formula, charge and spin) in kJ/mol: 20.30
Charge: +1
Lowest unoccupied orbital energy in eV: -2.96
SMILES string: CCCCCCCCCCOC(=O)Cn1c(COc2ccccc2)[n+](C)c2ccccc21
Energy in eV: -37717.571
M in g mol⁻¹: 437.60

---

Entry 3:
# C16H24FO8Tl

C16H24FO8Tl as an isolated structure in a non-equilibrium geometry (ωB97M-V with the def2-TZVPD basis set, OMol25).

Structure (XYZ):
```
50
Properties=species:S:1:pos:R:3
Tl -0.0289 -0.4721 0.5778
F 0.0201 2.2880 1.3544
O -1.5840 -0.0604 2.8706
C -2.2414 0.7716 3.5074
O -2.6324 0.4439 4.6985
C -3.3858 1.5406 5.3080
C -3.7051 2.5054 4.1563
C -2.6162 2.1741 3.1279
H -2.5877 1.9294 5.9456
H -4.1960 1.2675 5.9771
H -3.7111 3.5544 4.4452
H -4.6739 2.3046 3.6978
H -1.7135 2.7638 3.3194
H -2.8718 2.3011 2.0798
O 2.5397 -1.2801 1.2192
C 3.7693 -1.3303 1.2085
O 4.3518 -2.2893 1.8823
C 5.7411 -2.2841 1.8438
C 6.1128 -0.9650 1.0785
C 4.7530 -0.3303 0.6968
H 6.1701 -3.0829 1.2387
H 6.1914 -2.2944 2.8334
H 6.7225 -1.1907 0.2081
H 6.7006 -0.3651 1.7703
H 4.7103 -0.3141 -0.3932
H 4.6387 0.6783 1.0858
O -1.1091 -2.0677 -1.6396
C -1.4453 -2.9814 -2.3680
O -1.2473 -2.9521 -3.6717
C -1.5680 -4.2736 -4.2635
C -2.5180 -4.9143 -3.2314
C -2.0286 -4.3091 -1.8973
H -0.5885 -4.7390 -4.3223
H -2.1637 -4.1182 -5.1566
H -2.3861 -5.9942 -3.2111
H -3.5366 -4.6316 -3.4865
H -1.2267 -4.9712 -1.5764
H -2.8923 -4.1037 -1.2711
O -0.0937 0.8637 -2.0521
C -0.1583 2.0291 -2.3355
O 0.7897 2.6045 -3.1855
C 0.6560 4.0228 -3.1522
C -0.6311 4.3743 -2.4629
C -1.1611 3.0940 -1.8519
H 0.6482 4.4908 -4.1350
H 1.4158 4.5679 -2.5881
H -1.3899 4.6969 -3.1767
H -0.5705 5.1548 -1.7074
H -2.1475 2.8353 -2.2331
H -1.1209 3.0583 -0.7622
```

Values from the calculation:
Highest occupied orbital energy in eV: -16.14
Frontier orbital gap in eV: 3.550
Relative energy (zero: lowest compared OMol25 entry of this formula, charge and spin) in kJ/mol: 46.02
Charge: +2
Lowest unoccupied orbital energy in eV: -12.59
Energy in eV: -40750.704
M in g mol⁻¹: 567.74

---

> The lowest relative energy (zero: lowest compared OMol25 entry of this formula, charge and spin) belongs to which entry?

C27H37N2O3

---

Copy entry 3 word for word.
# C16H24FO8Tl

C16H24FO8Tl as an isolated structure in a non-equilibrium geometry (ωB97M-V with the def2-TZVPD basis set, OMol25).

Structure (XYZ):
```
50
Properties=species:S:1:pos:R:3
Tl -0.0289 -0.4721 0.5778
F 0.0201 2.2880 1.3544
O -1.5840 -0.0604 2.8706
C -2.2414 0.7716 3.5074
O -2.6324 0.4439 4.6985
C -3.3858 1.5406 5.3080
C -3.7051 2.5054 4.1563
C -2.6162 2.1741 3.1279
H -2.5877 1.9294 5.9456
H -4.1960 1.2675 5.9771
H -3.7111 3.5544 4.4452
H -4.6739 2.3046 3.6978
H -1.7135 2.7638 3.3194
H -2.8718 2.3011 2.0798
O 2.5397 -1.2801 1.2192
C 3.7693 -1.3303 1.2085
O 4.3518 -2.2893 1.8823
C 5.7411 -2.2841 1.8438
C 6.1128 -0.9650 1.0785
C 4.7530 -0.3303 0.6968
H 6.1701 -3.0829 1.2387
H 6.1914 -2.2944 2.8334
H 6.7225 -1.1907 0.2081
H 6.7006 -0.3651 1.7703
H 4.7103 -0.3141 -0.3932
H 4.6387 0.6783 1.0858
O -1.1091 -2.0677 -1.6396
C -1.4453 -2.9814 -2.3680
O -1.2473 -2.9521 -3.6717
C -1.5680 -4.2736 -4.2635
C -2.5180 -4.9143 -3.2314
C -2.0286 -4.3091 -1.8973
H -0.5885 -4.7390 -4.3223
H -2.1637 -4.1182 -5.1566
H -2.3861 -5.9942 -3.2111
H -3.5366 -4.6316 -3.4865
H -1.2267 -4.9712 -1.5764
H -2.8923 -4.1037 -1.2711
O -0.0937 0.8637 -2.0521
C -0.1583 2.0291 -2.3355
O 0.7897 2.6045 -3.1855
C 0.6560 4.0228 -3.1522
C -0.6311 4.3743 -2.4629
C -1.1611 3.0940 -1.8519
H 0.6482 4.4908 -4.1350
H 1.4158 4.5679 -2.5881
H -1.3899 4.6969 -3.1767
H -0.5705 5.1548 -1.7074
H -2.1475 2.8353 -2.2331
H -1.1209 3.0583 -0.7622
```

Values from the calculation:
Highest occupied orbital energy in eV: -16.14
Frontier orbital gap in eV: 3.550
Relative energy (zero: lowest compared OMol25 entry of this formula, charge and spin) in kJ/mol: 46.02
Charge: +2
Lowest unoccupied orbital energy in eV: -12.59
Energy in eV: -40750.704
M in g mol⁻¹: 567.74

---

What did the third record say?
# C16H24FO8Tl

C16H24FO8Tl as an isolated structure in a non-equilibrium geometry (ωB97M-V with the def2-TZVPD basis set, OMol25).

Structure (XYZ):
```
50
Properties=species:S:1:pos:R:3
Tl -0.0289 -0.4721 0.5778
F 0.0201 2.2880 1.3544
O -1.5840 -0.0604 2.8706
C -2.2414 0.7716 3.5074
O -2.6324 0.4439 4.6985
C -3.3858 1.5406 5.3080
C -3.7051 2.5054 4.1563
C -2.6162 2.1741 3.1279
H -2.5877 1.9294 5.9456
H -4.1960 1.2675 5.9771
H -3.7111 3.5544 4.4452
H -4.6739 2.3046 3.6978
H -1.7135 2.7638 3.3194
H -2.8718 2.3011 2.0798
O 2.5397 -1.2801 1.2192
C 3.7693 -1.3303 1.2085
O 4.3518 -2.2893 1.8823
C 5.7411 -2.2841 1.8438
C 6.1128 -0.9650 1.0785
C 4.7530 -0.3303 0.6968
H 6.1701 -3.0829 1.2387
H 6.1914 -2.2944 2.8334
H 6.7225 -1.1907 0.2081
H 6.7006 -0.3651 1.7703
H 4.7103 -0.3141 -0.3932
H 4.6387 0.6783 1.0858
O -1.1091 -2.0677 -1.6396
C -1.4453 -2.9814 -2.3680
O -1.2473 -2.9521 -3.6717
C -1.5680 -4.2736 -4.2635
C -2.5180 -4.9143 -3.2314
C -2.0286 -4.3091 -1.8973
H -0.5885 -4.7390 -4.3223
H -2.1637 -4.1182 -5.1566
H -2.3861 -5.9942 -3.2111
H -3.5366 -4.6316 -3.4865
H -1.2267 -4.9712 -1.5764
H -2.8923 -4.1037 -1.2711
O -0.0937 0.8637 -2.0521
C -0.1583 2.0291 -2.3355
O 0.7897 2.6045 -3.1855
C 0.6560 4.0228 -3.1522
C -0.6311 4.3743 -2.4629
C -1.1611 3.0940 -1.8519
H 0.6482 4.4908 -4.1350
H 1.4158 4.5679 -2.5881
H -1.3899 4.6969 -3.1767
H -0.5705 5.1548 -1.7074
H -2.1475 2.8353 -2.2331
H -1.1209 3.0583 -0.7622
```

Values from the calculation:
Highest occupied orbital energy in eV: -16.14
Frontier orbital gap in eV: 3.550
Relative energy (zero: lowest compared OMol25 entry of this formula, charge and spin) in kJ/mol: 46.02
Charge: +2
Lowest unoccupied orbital energy in eV: -12.59
Energy in eV: -40750.704
M in g mol⁻¹: 567.74

---

> Number 2 is which compound?

C27H37N2O3